14
Properties=species:S:1:pos:R:3:forces:R:3:nbo_charge:R:1 method="wB97M-V/def2-TZVPD" lumo_energy_ev=0.23 de_lowest_kcal_mol=20.9 molar_mass_g_mol=166.01 smiles="N[C@]1(Cl)C=NCN=C1Cl" multiplicity=1
C -0.849054 0.331977 -0.258374 -1.3 1.2 -1.0 0.106
C 1.392189 -0.635238 -0.248396 -0.2 -0.2 -0.4 0.229
C -0.506837 -1.863916 -0.918423 1.4 -0.7 1.6 -0.123
C 0.551479 0.559286 0.097454 2.0 0.2 -0.5 0.080
N -1.333183 -0.745606 -0.678016 -1.1 1.1 -1.3 -0.378
N 0.929558 -1.667648 -0.767567 0.4 -0.4 0.7 -0.391
N 0.577563 1.002429 1.418815 -0.9 3.4 0.4 -0.815
Cl 3.122100 -0.467675 -0.120753 0.0 0.0 0.4 0.009
Cl 1.241986 1.869559 -1.158627 -0.6 -0.3 0.6 -0.164
H -1.447311 1.285572 -0.181488 0.1 -1.3 0.2 0.196
H -0.855540 -2.492014 -0.064326 0.6 -0.6 -0.9 0.226
H -0.483596 -2.408737 -1.878047 -1.4 0.6 0.3 0.235
H 1.363955 0.837221 1.998053 1.1 -0.5 0.0 0.395
H 0.433671 2.074546 1.436353 -0.1 -2.4 0.1 0.395